(1)
Here is a 7-piece molecular cluster, C27H40O21 overall from the OMol25 dataset. Energies are from wB97M-V/def2-TZVPD.

Cartesian coordinates (Å):
C (1.2363, 1.1390, -0.0541)
C (0.6937, -0.1814, 0.3513)
O (-0.0424, -0.5904, -0.7554)
C (-0.3624, 0.4880, -1.4904)
O (-0.9974, 0.5544, -2.5187)
O (0.3023, 1.5536, -1.0097)
H (2.2554, 1.0140, -0.4200)
H (1.1571, 1.8159, 0.7966)
H (0.0128, -0.1215, 1.2004)
H (1.5947, -0.7822, 0.4750)
C (6.5085, -0.9368, 3.7041)
C (5.7242, 0.3414, 4.1265)
C (6.4085, 1.4987, 3.3981)
O (5.3326, 2.1651, 2.8538)
C (4.2281, 1.4080, 2.8189)
O (3.1888, 1.7741, 2.3180)
O (4.3940, 0.2836, 3.5423)
H (6.0056, -1.8218, 4.0940)
H (7.4509, -0.8558, 4.2456)
H (6.4329, -0.9579, 2.6169)
H (5.8861, 0.4900, 5.1942)
H (7.1551, 1.1692, 2.6755)
H (7.0054, 1.9781, 4.1740)
C (-0.0060, -2.6020, -3.6447)
C (0.7652, -3.8358, -3.2068)
C (-0.1106, -5.1627, -3.4537)
O (0.5338, -5.7292, -4.5603)
C (1.8086, -5.2217, -4.6512)
O (2.6902, -5.6603, -5.4028)
O (1.8946, -4.1174, -3.9584)
H (-1.0413, -2.7751, -3.3510)
H (0.0413, -2.6624, -4.7320)
H (0.5663, -1.7004, -3.4263)
H (1.0139, -3.8273, -2.1456)
H (-1.1899, -5.0279, -3.5247)
H (0.0021, -5.6985, -2.5112)
C (-0.5297, -0.1561, 4.8781)
C (-0.0232, 1.0337, 5.8094)
C (1.1968, 0.8080, 6.8272)
O (1.8760, 2.0349, 6.7313)
C (1.2939, 2.8131, 5.7005)
O (1.8221, 3.8649, 5.2586)
O (0.3460, 2.1270, 5.1287)
H (0.2015, -0.0910, 4.0723)
H (-1.5932, -0.1321, 4.6403)
H (-0.3194, -1.1747, 5.2042)
H (-0.9008, 1.3037, 6.3968)
H (1.9182, 0.0482, 6.5263)
H (0.7964, 0.5901, 7.8173)
C (-1.7503, 3.1699, 1.3104)
C (-2.1187, 4.1343, 0.2628)
C (-3.3102, 5.0168, 0.8081)
O (-2.9357, 6.2095, 0.1399)
C (-1.6068, 6.2596, -0.2438)
O (-1.0200, 7.2180, -0.5789)
O (-1.1568, 4.9539, -0.2989)
H (-2.5468, 2.5418, 1.7093)
H (-1.2194, 3.6904, 2.1075)
H (-0.9463, 2.4819, 1.0492)
H (-2.5066, 3.5270, -0.5550)
H (-3.2644, 5.0467, 1.8967)
H (-4.2145, 4.5966, 0.3680)
C (-2.4668, 2.0769, -6.8157)
C (-2.3308, 1.2186, -5.5886)
C (-3.6205, 1.0431, -4.8355)
O (-3.7953, -0.3487, -4.7840)
C (-2.7022, -0.9364, -5.3353)
O (-2.5236, -2.1344, -5.2710)
O (-1.8625, -0.0102, -5.8508)
H (-2.8236, 3.0774, -6.5712)
H (-3.1875, 1.5057, -7.4009)
H (-1.5563, 2.1936, -7.4034)
H (-1.7270, 1.6689, -4.8007)
H (-4.3944, 1.5711, -5.3926)
H (-3.6525, 1.4954, -3.8443)
C (-3.4814, -3.9864, -1.2177)
C (-2.2344, -3.1505, -0.6767)
C (-2.4352, -2.3684, 0.6938)
O (-1.1506, -2.4163, 1.2406)
C (-0.3601, -3.3031, 0.5013)
O (0.8783, -3.5386, 0.6940)
O (-1.1170, -3.9256, -0.3653)
H (-4.0836, -4.4790, -0.4543)
H (-3.0599, -4.8693, -1.6983)
H (-4.0335, -3.3586, -1.9170)
H (-2.1217, -2.3266, -1.3815)
H (-3.2965, -2.6040, 1.3190)
H (-2.8886, -1.4153, 0.4214)

Atomic forces in eV per Å
C -0.1 0.8 1.5
C 1.2 -0.1 1.5
O -1.4 -1.2 -1.8
C 0.9 1.4 -1.5
O -0.1 -1.0 1.3
O -0.7 0.4 -1.2
H -0.1 0.6 -0.4
H 0.7 0.2 -0.3
H 0.4 -0.3 0.2
H -0.8 -0.8 0.5
C -1.9 0.6 1.2
C 2.0 -2.0 -1.6
C 0.8 -1.4 1.5
O -0.4 1.6 -1.1
C -1.6 1.1 0.4
O 1.3 -1.0 0.2
O 0.7 0.4 0.7
H 0.0 -0.1 0.0
H 0.5 -0.2 -0.9
H 0.9 -0.2 0.1
H -1.5 -0.1 0.2
H -0.4 0.0 -0.5
H -0.5 1.2 -0.3
C -0.3 -0.3 -1.8
C -0.1 -2.5 1.3
C 0.8 1.7 -1.2
O -1.3 0.0 1.2
C 4.1 -2.4 -5.1
O -3.8 1.3 3.3
O 0.3 1.5 1.4
H 0.2 1.0 0.2
H -0.5 0.0 -0.2
H -0.4 0.0 0.9
H 0.5 0.7 0.2
H -0.1 -0.3 -0.8
H 0.6 -0.5 0.6
C 2.1 0.7 0.5
C -1.6 -4.0 2.7
C -1.1 -0.5 -1.4
O -0.9 2.0 -0.7
C 5.1 2.9 -0.8
O -2.6 -4.1 2.2
O -0.4 2.1 -2.6
H -0.7 0.1 -0.9
H 0.3 0.5 -0.3
H 0.0 0.2 0.9
H 0.0 0.1 0.4
H -0.3 -0.3 -0.1
H 0.3 0.2 0.1
C 2.7 -0.6 1.4
C -3.0 -2.0 -0.4
C 2.6 -0.9 -2.1
O -0.1 1.8 0.5
C -1.4 -1.7 0.0
O 0.2 0.2 0.0
O 0.8 1.5 0.9
H -0.3 0.5 -0.1
H -0.5 0.2 0.6
H -0.1 -0.2 -0.7
H -0.2 0.1 -0.4
H -0.3 0.5 -0.1
H -0.2 0.5 0.5
C -0.1 -0.5 -0.3
C 0.4 4.3 2.0
C -1.3 1.2 -0.4
O 0.4 -0.8 -0.3
C -0.3 -1.1 0.9
O 0.2 1.4 -0.4
O 0.4 -4.1 -0.5
H -0.2 -0.2 0.0
H -0.2 0.5 -0.5
H 0.1 -0.2 0.2
H 1.0 0.2 -0.5
H -0.6 -0.6 -0.1
H 0.4 -0.4 0.1
C 2.0 0.0 0.8
C -4.3 0.7 1.4
C -2.0 -0.2 -2.2
O 1.7 -0.5 -0.2
C 4.4 0.3 3.0
O -5.8 1.3 -0.9
O 0.7 -1.0 -2.0
H -0.2 0.7 0.3
H 0.0 0.1 -0.7
H -0.1 -0.3 0.2
H 1.2 -0.4 -0.4
H 0.7 -1.6 0.8
H 1.5 1.0 -0.2

Summary:
Net charge: +1
⟨S²⟩: 0.76
E_HOMO (alpha / beta) (eV): -12.42 / -12.42
Spin multiplicity: 2



(2)
Here is C27H41AuCl2N6S as an isolated structure from the OMol25 dataset. Energies are from wB97M-V/def2-TZVPD.

Cartesian coordinates (Å):
Au (0.7935, 1.1839, 0.4614)
Cl (-3.0958, 0.5072, 0.9158)
C (-3.0427, 2.0637, 0.1403)
C (-4.0634, 2.4356, -0.7204)
C (-4.0067, 3.5965, -1.4527)
C (-2.9917, 4.5152, -1.2779)
C (-2.0068, 4.1294, -0.3700)
Cl (-0.7304, 5.3591, -0.1859)
C (-1.9946, 2.9516, 0.4075)
S (-0.8393, 2.5394, 1.6597)
H (-4.8610, 1.7308, -0.9162)
H (-4.7533, 3.9024, -2.1413)
H (-2.9508, 5.3839, -1.9060)
C (1.1372, 1.1785, 3.9107)
N (0.0741, 0.2630, 3.8038)
C (-1.0665, 0.5557, 4.6539)
C (0.0224, -0.7159, 2.9196)
N (0.4864, -0.6145, 1.6987)
C (1.0913, -1.7636, 1.1115)
C (2.0499, -2.3851, 1.8820)
C (2.8095, -3.4544, 1.4341)
C (2.6941, -3.6658, 0.0611)
C (1.7287, -3.0439, -0.7400)
C (0.8758, -2.0366, -0.2009)
N (0.0461, -1.2447, -0.9900)
C (-0.6477, -1.6543, -2.0095)
N (-1.1276, -0.7926, -2.9100)
C (-1.0405, 0.6904, -2.6872)
C (-2.2738, -1.2139, -3.6907)
N (-1.0819, -3.0097, -2.2279)
C (-1.2517, -3.9336, -1.1021)
C (-0.6899, -3.7462, -3.4203)
N (-0.5819, -1.8777, 3.3856)
C (-1.0628, -2.8168, 2.4351)
C (-0.2720, -2.4456, 4.6732)
H (1.7607, 1.0723, 4.8235)
H (0.8319, 2.2015, 3.8139)
H (1.8502, 0.9895, 3.1003)
H (-0.7086, 0.3741, 5.6566)
H (-1.7718, -0.2276, 4.4576)
H (-1.5061, 1.5498, 4.4608)
H (2.0397, -2.2022, 2.9176)
H (3.4944, -3.9926, 2.0467)
H (3.2807, -4.4087, -0.4667)
H (1.7286, -3.2513, -1.7947)
H (-0.1780, 0.8552, -2.1098)
H (-1.9566, 0.9175, -2.1423)
H (-1.1158, 1.1987, -3.6671)
H (-2.0336, -1.8917, -4.5176)
H (-2.6938, -0.2937, -4.1339)
H (-3.0624, -1.6017, -3.0177)
H (-1.7020, -3.4516, -0.2662)
H (-0.2930, -4.4215, -0.7254)
H (-1.9293, -4.6571, -1.4949)
H (-0.5986, -3.2121, -4.3442)
H (-1.5069, -4.4675, -3.6457)
H (0.2189, -4.3646, -3.3194)
H (-1.3369, -2.3262, 1.4980)
H (-2.0008, -3.3290, 2.7401)
H (-0.3472, -3.5536, 2.1140)
H (0.4057, -1.7905, 5.2849)
H (0.1790, -3.4553, 4.5855)
H (-1.1880, -2.6057, 5.1880)
C (3.2185, 4.2754, -0.7813)
C (2.6298, 2.9924, -1.4141)
C (2.2538, 3.2272, -2.8601)
C (3.8163, 2.0015, -1.3071)
C (1.3064, 2.7205, -0.6838)
H (4.0700, 4.6882, -1.4070)
H (3.5950, 4.1499, 0.2076)
H (2.5685, 5.1374, -0.8375)
H (3.1583, 3.3283, -3.4772)
H (1.6018, 4.0850, -2.9498)
H (1.7267, 2.3706, -3.2788)
H (4.6206, 2.5753, -1.8658)
H (3.6227, 1.0500, -1.8291)
H (4.1256, 1.8085, -0.2732)
H (0.4494, 3.3644, -0.8899)

Atomic forces in eV per Å
Au 0.4 -0.5 0.3
Cl -0.2 0.1 -0.2
C -0.4 0.5 -0.1
C -0.2 -1.2 -0.4
C 0.1 0.9 0.2
C 0.5 -1.8 0.6
C 0.8 1.5 0.2
Cl -0.5 -0.4 0.3
C 0.2 0.0 -0.1
S -0.2 0.8 0.1
H -0.1 0.0 0.1
H -0.9 -0.3 -0.5
H 0.3 0.4 0.2
C 2.4 0.2 -0.6
N -1.0 1.1 1.0
C 0.4 -0.7 0.0
C 0.0 -1.5 -1.1
N -0.1 0.1 0.3
C 0.0 1.9 1.5
C 0.1 -2.0 0.1
C -0.7 1.3 -1.5
C -0.6 -0.9 -1.0
C 0.4 0.8 1.2
C 0.7 -1.4 -2.6
N -0.5 0.1 0.0
C 0.7 -1.6 1.3
N -0.2 0.9 -1.0
C -1.6 -1.9 -1.1
C -1.0 1.1 -0.1
N 1.0 0.5 0.2
C 1.6 0.2 -0.3
C -0.8 -1.3 -0.1
N 0.6 0.4 -0.6
C -1.7 -0.5 -1.2
C 1.1 0.2 0.5
H -0.7 -0.1 0.0
H -0.3 0.6 0.0
H -0.2 0.1 0.0
H -0.3 0.6 0.8
H -0.8 0.0 -0.1
H 0.4 -0.4 0.2
H 0.3 0.7 1.2
H 0.4 -0.2 0.3
H 0.3 -0.1 0.3
H -0.1 0.0 -0.3
H 1.0 0.7 0.5
H 0.1 0.5 0.3
H 0.5 -0.2 0.6
H -0.2 0.1 0.4
H 0.2 -0.4 0.0
H 0.3 -0.2 -0.5
H -0.4 0.5 0.5
H -1.1 0.4 -0.7
H -0.5 -0.9 0.1
H 0.2 0.9 -0.1
H 0.4 0.2 0.2
H -0.1 0.3 0.3
H 0.0 0.4 0.2
H 0.6 0.3 0.4
H 0.5 -0.6 0.3
H -0.7 -0.6 -0.7
H 0.1 0.5 -0.2
H -0.8 0.0 0.9
C 0.7 1.3 -2.1
C -0.4 0.4 1.4
C 0.6 -0.4 -0.6
C -0.2 0.5 -1.1
C 0.5 -0.5 -0.1
H -0.4 -0.8 0.5
H 0.0 -0.3 0.8
H -0.8 0.0 0.4
H -0.2 0.4 0.0
H 0.0 0.3 -0.1
H -0.1 -0.2 0.1
H -0.5 -1.1 0.8
H 0.1 0.2 0.2
H -0.1 0.1 -0.2
H 0.7 0.0 -0.3

Summary:
Net charge: 0
⟨S²⟩: 2.01
E_HOMO (alpha / beta) (eV): -6.26 / -7.55
Spin multiplicity: 3



no.,DFT total energy (hartree)
1,-2632.4226
2,-2836.0552